(1)
Computed, not measured: C31H88AsF6N4O17 as an isolated structure, with wB97M-V/def2-TZVPD.

XYZ file:
```
147
Properties=species:S:1:pos:R:3:forces:R:3:lowdin_charge:R:1
As 0.138354 0.074422 0.959538 1.4 -3.0 1.1 0.7052
F -0.059575 -1.648353 1.307805 0.1 0.3 -0.5 -0.2600
F 1.543980 -0.231809 0.018122 0.3 -0.5 -0.6 -0.2241
F 0.312058 1.697930 0.674940 -0.3 2.6 0.0 -0.1781
F -1.155894 0.265643 2.115768 -0.6 0.7 -0.6 -0.2372
F 1.243613 0.198634 2.322896 -0.1 0.1 0.4 -0.2536
F -0.792019 -0.039191 -0.476051 -1.0 -0.3 0.1 -0.2204
C 0.144600 1.780314 -4.091121 0.7 -2.8 0.0 -0.2545
C 0.515923 2.158130 -2.658181 -2.1 0.4 -1.4 -0.2343
O 0.864303 3.517065 -2.807830 -0.3 0.7 0.1 -0.0749
O -0.984540 2.469000 -4.562738 -0.4 -1.8 -0.5 -0.0519
H -0.124068 0.669469 -4.148897 0.3 1.4 0.2 0.1220
H 1.035982 1.872652 -4.755115 -0.5 0.4 0.3 0.1252
H 1.347528 1.619945 -2.278307 0.6 -0.9 0.5 0.0967
H -0.440225 1.971921 -2.086235 1.1 0.4 0.0 0.1272
H 1.160861 3.866448 -1.966813 0.4 0.0 0.3 0.0436
H -0.823527 3.377392 -4.465603 0.4 2.1 0.3 0.0433
C 0.717780 3.392128 4.604965 0.3 0.5 0.7 -0.2180
C 0.838031 3.720115 3.128199 0.2 -0.7 -1.1 -0.2341
O 1.976026 3.145647 2.500569 0.6 -1.2 0.2 -0.1071
O -0.203038 2.332669 4.890363 0.6 -0.3 0.1 -0.0914
H 0.344233 4.318994 5.068733 -0.3 -0.4 0.2 0.1090
H 1.735255 3.246007 5.078997 -1.0 -0.2 -0.7 0.1282
H 0.996552 4.800381 2.949427 -0.5 -0.4 0.3 0.1322
H -0.059182 3.342569 2.566295 0.4 0.6 0.6 0.1171
H 1.983984 2.157336 2.603702 -0.2 1.1 -0.3 0.0788
H 0.271326 1.496134 5.132749 0.0 1.3 -0.4 0.0620
C -2.867003 4.340335 3.590639 1.0 0.0 -1.3 -0.2369
C -3.285951 3.174270 4.386508 -2.6 -0.3 -0.3 -0.2719
O -2.838459 2.010641 3.729613 1.7 -0.3 0.7 -0.0911
O -3.289936 4.249728 2.235630 -0.3 -1.5 -0.6 -0.1061
H -1.759548 4.364946 3.581849 -0.4 0.4 0.3 0.1096
H -3.313440 5.233370 3.957991 0.0 0.9 0.5 0.1157
H -4.430184 3.117864 4.368445 1.3 0.0 -0.1 0.1441
H -3.065813 3.371334 5.437953 0.7 -0.7 0.2 0.1166
H -1.830642 2.002526 3.765891 -1.5 -0.1 0.2 0.0779
H -3.193346 3.298028 1.895189 -0.1 1.4 0.5 0.0951
C 3.950758 3.344515 -0.010652 0.3 -0.2 -1.7 -0.2273
C 4.533418 1.948877 -0.147050 -0.2 -0.9 0.3 -0.2283
O 4.092300 1.057551 0.871262 -0.2 -1.0 -0.2 -0.0988
O 2.625491 3.599437 -0.453246 -0.4 -0.9 0.4 -0.0701
H 4.481379 3.906120 -0.765488 0.9 0.6 0.3 0.1156
H 4.046236 3.694489 0.978832 0.5 0.6 1.2 0.0983
H 5.643822 1.960471 -0.102250 -0.4 0.5 -0.2 0.1227
H 4.236598 1.581292 -1.125238 0.0 -0.2 -0.3 0.0990
H 4.062367 0.121488 0.520291 0.0 1.6 0.2 0.0738
H 2.067947 3.307401 0.274926 -0.4 -0.1 0.2 0.0502
C -4.214451 1.411346 -0.056089 0.7 1.4 -1.9 -0.1925
C -5.086712 2.478190 -0.734841 0.1 0.2 -0.3 -0.2181
O -4.620151 2.864273 -2.019020 -0.5 -2.8 0.1 -0.0605
O -3.037220 2.017043 0.479159 0.3 0.0 0.2 -0.0944
H -4.017910 0.644824 -0.798071 0.5 -0.2 -0.2 0.1177
H -4.758684 0.965951 0.690120 -1.5 -1.1 2.1 0.0827
H -5.125918 3.349336 -0.099301 0.1 0.4 0.5 0.1094
H -6.136697 2.132128 -0.815409 0.5 -0.2 0.0 0.1185
H -4.448675 3.783483 -2.091873 0.5 1.8 0.3 -0.0011
H -2.478570 1.403428 1.002831 -0.7 0.1 -0.5 0.0597
C -1.635473 4.753499 -0.709060 0.9 2.8 -2.3 -0.2035
C -2.203503 5.131411 -2.105777 -1.4 -1.1 -0.3 -0.1900
O -3.637741 5.315774 -2.058943 -0.3 0.5 1.4 -0.1225
O -2.121591 5.666173 0.296138 0.1 -1.2 -0.8 -0.0798
H -0.562549 4.936262 -0.946013 -0.2 -0.3 1.0 0.1122
H -1.811832 3.715291 -0.624796 -0.4 -1.0 1.1 0.0840
H -2.040861 4.259372 -2.801851 0.0 0.9 0.7 0.1179
H -1.883360 6.051417 -2.577232 1.0 0.2 0.2 0.1089
H -3.788440 5.751773 -1.177191 0.2 -0.5 -1.0 0.1084
H -2.583161 5.134001 0.986821 0.2 0.2 0.0 0.0342
C -2.747385 -2.146438 -6.000028 0.3 -2.3 0.4 -0.0671
C -2.897836 -0.665369 -5.820161 -1.7 -0.7 -1.1 -0.5456
C -3.116467 -0.307744 -4.398687 0.2 -1.2 0.8 -0.0548
O -1.741867 -0.168525 -6.423623 0.8 0.7 0.0 -0.0298
H -3.639272 -2.833906 -5.835518 0.9 1.2 0.3 0.1008
H -1.864706 -2.469150 -5.374403 -1.1 0.1 -0.2 0.0670
H -2.388597 -2.431005 -6.985756 -0.2 0.4 -0.4 0.0684
H -3.781351 -0.289751 -6.349676 -0.1 -0.1 -0.5 0.1359
H -3.239487 0.727900 -4.263990 0.1 1.5 0.3 0.0641
H -2.235756 -0.691555 -3.894099 0.1 0.3 0.7 0.0659
H -4.012717 -0.780855 -3.954487 0.4 0.0 -0.4 0.0967
H -1.661633 0.768538 -6.232235 0.1 0.4 0.2 0.0748
C 4.084758 0.212763 4.434117 0.9 -0.9 -1.3 -0.0653
C 3.666797 0.659782 5.783955 -0.4 -0.2 -0.1 -0.4707
C 2.526265 -0.196133 6.277329 1.0 1.1 2.6 -0.2444
O 1.421534 0.203352 5.613446 -1.9 0.7 -1.5 -0.2227
C 0.341406 -0.694457 5.685932 0.8 -0.8 -0.4 -0.0568
N 4.800403 0.646522 6.695827 -1.1 0.9 1.2 0.0524
H 4.837282 0.943817 4.040359 -0.5 -0.8 0.0 0.0963
H 3.228954 0.146903 3.711712 0.8 0.0 0.6 0.0757
H 4.563406 -0.812006 4.577616 -0.4 1.1 -0.6 0.1093
H 3.236114 1.639826 5.635062 -0.1 0.6 0.4 0.1196
H 2.415827 -0.006921 7.387955 0.1 -0.4 -0.7 0.1452
H 2.638924 -1.237779 6.103503 0.8 -1.2 0.0 0.1108
H -0.264364 -0.563423 4.811920 -0.2 -0.2 -0.8 0.0843
H -0.271560 -0.430314 6.500754 -0.8 0.0 1.4 0.0811
H 0.732922 -1.728995 5.778494 -0.5 0.4 -0.2 0.1096
H 5.616323 0.638385 6.149210 1.4 -0.1 -0.7 0.0362
H 4.817872 1.538506 7.211200 0.1 -0.7 -0.1 0.0850
C -4.175907 -2.125056 2.326919 0.1 0.5 -0.4 -0.0565
C -3.496282 -3.253166 1.622214 -1.9 -2.3 -0.2 -0.4682
C -3.041217 -2.834294 0.237371 -0.3 0.5 -0.8 -0.1835
O -4.096258 -2.923631 -0.737034 -0.2 -0.8 0.7 -0.1774
C -3.627547 -3.282508 -2.011010 -0.8 1.2 -0.3 -0.1237
N -2.489025 -3.871606 2.476911 0.0 0.0 -0.9 0.0512
H -3.417676 -1.377285 2.556503 0.0 0.1 0.6 0.0766
H -4.770338 -2.463043 3.176679 0.3 0.2 0.0 0.0837
H -4.798559 -1.634712 1.591332 -0.6 0.1 -0.1 0.0718
H -4.254780 -4.060993 1.497181 0.2 0.5 -0.3 0.1427
H -2.169590 -3.334060 -0.176405 0.2 -0.5 0.4 0.1096
H -2.768770 -1.796405 0.290267 0.4 0.8 0.0 0.0994
H -3.045420 -4.170183 -2.043568 0.9 -0.9 0.4 0.0687
H -3.070406 -2.437553 -2.415434 0.2 -0.1 -0.4 0.0689
H -4.476109 -3.497586 -2.660585 -0.2 0.3 0.1 0.0893
H -2.071757 -4.597415 1.894056 0.0 -0.2 0.3 0.0724
H -1.806975 -3.152066 2.438405 1.6 0.7 0.7 0.0343
C 2.824632 -6.120368 -3.318913 0.3 1.7 1.2 -0.0623
C 1.815245 -5.665424 -4.365747 0.7 -0.8 -1.6 -0.4329
C 0.649039 -4.821530 -3.946937 -1.0 1.0 0.0 -0.2282
O 1.180783 -3.678809 -3.292192 -1.5 0.5 0.3 -0.2147
C 0.147056 -2.684296 -2.958775 2.1 -0.1 -0.3 -0.0441
N 2.536928 -5.112183 -5.535649 -0.6 -0.2 -0.6 0.0351
H 3.658108 -6.562506 -3.852799 0.0 -0.4 0.1 0.0705
H 2.423830 -6.797722 -2.572721 -0.1 -0.3 0.0 0.0739
H 3.253679 -5.259379 -2.725230 -0.4 -0.7 -0.8 0.0702
H 1.349223 -6.586206 -4.686215 -0.2 -0.4 -0.5 0.1231
H -0.001895 -5.480736 -3.322837 0.3 0.6 0.4 0.1249
H -0.084252 -4.467128 -4.776201 1.6 -0.7 0.7 0.1446
H -0.450244 -2.457325 -3.840167 -0.1 -0.1 -0.1 0.0505
H 0.739141 -1.756066 -2.721335 -0.9 -0.9 0.3 0.0897
H -0.471386 -3.083040 -2.151322 0.0 0.4 0.1 0.0778
H 3.383717 -4.651426 -5.277764 0.4 0.5 0.5 0.0520
H 2.834789 -5.808672 -6.219605 -0.4 0.0 0.4 0.0679
C 3.194731 -2.674241 1.450648 1.6 0.3 0.5 -0.0626
C 3.111458 -3.136564 0.007037 -0.9 1.2 0.1 -0.4465
C 4.333006 -2.700645 -0.783383 -0.3 1.0 0.3 -0.1885
O 4.283902 -1.325279 -1.117521 0.6 0.9 0.3 -0.2007
C 3.884051 -1.058056 -2.444189 -0.1 -3.0 -0.5 -0.0874
N 3.172806 -4.579376 0.002571 0.6 0.2 2.3 0.0517
H 2.535298 -3.222026 2.085782 -0.9 -0.4 0.3 0.0628
H 3.091986 -1.624352 1.745140 -0.2 0.0 -0.8 0.0611
H 4.199889 -2.959086 1.799873 0.0 0.0 0.1 0.0837
H 2.154876 -2.709066 -0.404163 0.8 -0.5 0.0 0.1395
H 4.497271 -3.203657 -1.715481 -0.2 -1.0 -0.4 0.1025
H 5.161266 -2.920776 -0.100587 0.3 0.3 -0.4 0.1245
H 3.779911 -0.038637 -2.591601 -0.6 2.0 0.1 0.0445
H 2.938865 -1.622939 -2.676049 0.7 0.7 0.1 0.0892
H 4.636609 -1.365780 -3.217883 -0.2 -0.2 0.7 0.0998
H 2.866743 -4.924193 0.944833 -0.1 -0.1 -1.9 0.0963
H 2.678950 -4.824168 -0.807020 -1.1 -1.5 -0.7 0.0208
```
Positions in Å, forces in eV/Å.

Properties
Gap between HOMO and LUMO, Ha: 0.347
HOMO, eV: -7.116
Charge: -1
M, g/mol: 977.97



(2)
Computed, not measured: a 2-piece molecular cluster, C6H11BNO2 overall, with wB97M-V/def2-TZVPD.

XYZ file:
```
21
Properties=species:S:1:pos:R:3:forces:R:3:nbo_charge:R:1
B -0.146429 -0.689396 -0.247414 2.8 0.2 0.4 0.9381
C 0.480881 1.856283 -0.099218 2.6 -2.8 -1.0 -0.3491
C 1.813358 1.446469 -0.313839 -0.7 -0.8 1.2 0.0695
C 1.515860 -1.144305 -0.459027 -1.4 1.5 0.9 -0.5323
C -0.626093 0.977510 -0.093944 2.6 -4.4 -0.2 0.1464
C 2.409886 0.103964 -0.390263 1.3 -2.4 -1.4 -0.3273
C 2.404800 -0.916185 0.802513 -2.7 1.6 1.3 -0.3446
N -1.857505 1.174152 0.199797 0.5 2.2 -0.4 -0.6329
O -4.125163 -0.379713 -0.171727 0.7 -1.1 1.0 -0.9806
O -1.050771 -1.567482 0.161764 -1.2 -0.8 -0.3 -0.8893
H 0.359325 2.825747 0.137230 -0.5 3.4 0.6 0.2265
H 2.668623 2.105118 -0.230065 -0.6 1.1 -0.2 0.2388
H 1.836388 -1.903374 -1.185213 -0.3 0.3 0.4 0.2641
H 3.407782 -0.106816 -0.994336 -2.1 1.4 1.3 0.2676
H 1.824882 -0.561993 1.783606 1.3 -0.7 -2.3 0.2256
H 3.300503 -1.471807 1.096515 -0.3 0.1 -0.8 0.2574
H -2.533304 0.436040 0.061523 -0.8 0.0 0.0 0.4601
H -4.806325 -0.653427 -0.809109 0.4 -0.2 0.5 0.5119
H -2.130881 2.160374 0.271313 -0.6 -0.7 0.3 0.4154
H -3.814887 -1.152591 0.393823 -1.2 1.1 -1.4 0.4982
H -0.930936 -2.538570 0.086081 0.3 1.0 0.1 0.5367
```
Positions in Å, forces in eV/Å.

Properties
Energy above the lowest of the compared OMol25 structures with the same formula, charge and spin, kJ/mol: 234.23
Gap between HOMO and LUMO, Ha: 0.321
HOMO, eV: -13.549
Charge: +1
M, g/mol: 139.97



(3)
Computed, not measured: a 2-piece molecular cluster, C4H3OP overall, with wB97M-V/def2-TZVPD.

XYZ file:
```
9
Properties=species:S:1:pos:R:3:forces:R:3:nbo_charge:R:1
C 1.691292 0.778399 2.239720 0.2 0.5 1.6 -0.1519
C 1.734703 0.822026 1.034276 0.3 -0.5 -0.6 -0.5046
C 0.151738 -1.850794 -0.853417 0.8 0.5 0.2 -0.2385
C -0.367656 -1.326445 0.100077 -0.8 -0.3 0.3 -0.2552
O 2.832567 -0.470183 -1.062649 0.0 0.4 0.2 -0.9767
P 1.931688 0.671188 -0.805027 -0.1 -0.1 0.6 1.3653
H 1.712110 0.833866 3.351148 -0.1 -0.2 -1.6 0.2519
H 0.902142 -2.122010 -1.586804 -0.8 -0.1 0.3 0.2593
H -0.943499 -0.972483 0.955543 0.5 -0.2 -0.8 0.2505
```
Positions in Å, forces in eV/Å.

Properties
Energy above the lowest of the compared OMol25 structures with the same formula, charge and spin, kJ/mol: 275.12
Gap between HOMO and LUMO, Ha: 0.336
HOMO, eV: -10.159
M, g/mol: 98.04



(4)
Computed, not measured: a 2-piece molecular cluster, C7H6N2O2S overall, with wB97M-V/def2-TZVPD.

XYZ file:
```
18
Properties=species:S:1:pos:R:3:forces:R:3:nbo_charge:R:1
C -1.800362 -0.142284 1.930549 -1.8 0.7 -1.0 -0.2344
C -0.468318 -0.254411 2.303145 0.1 -0.3 0.1 -0.2224
C -2.246075 -0.070162 0.604189 0.7 -0.1 -0.2 -0.1972
C 0.485581 -0.389693 1.322806 1.5 0.3 0.7 -0.2670
C -0.108718 -0.590305 -2.125308 -0.2 -0.6 -1.5 0.2250
C -1.306632 -0.213348 -0.389991 1.2 -0.4 -0.4 0.0511
C -0.007143 -0.396225 0.012663 2.2 -0.5 1.5 0.1515
N -1.334697 -0.338290 -1.780606 -0.8 0.4 -0.1 -0.4630
N 0.731844 -0.676123 -1.095183 1.4 0.1 1.3 -0.5580
O 3.258566 0.738230 -1.059831 0.2 1.0 0.5 -0.8473
O 2.235641 2.562802 -2.292709 0.7 0.1 1.3 -0.7997
S 2.967157 2.156559 -1.108506 -0.8 -1.2 -1.8 1.6494
H -2.556123 0.020563 2.667787 -0.2 -0.1 0.6 0.2121
H -0.225973 -0.292042 3.362540 0.1 0.2 -0.2 0.2178
H -3.189693 0.044686 0.128066 -1.4 0.2 1.0 0.2286
H 1.608312 -0.406607 1.617460 -2.1 -0.2 -0.9 0.2192
H 0.254816 -0.798080 -3.130317 -0.4 0.2 0.2 0.1994
H 1.701817 -0.955269 -0.966755 -0.4 0.2 -0.9 0.4350
```
Positions in Å, forces in eV/Å.

Properties
Energy above the lowest of the compared OMol25 structures with the same formula, charge and spin, kJ/mol: 0.00
Gap between HOMO and LUMO, Ha: 0.253
HOMO, eV: -8.586
M, g/mol: 182.20